ORCA calculation (ωB97M-V/def2-TZVPD) on C25H29BGdN15S3 as an isolated structure at a distorted geometry.

Atoms and positions in Å:
Gd 0.032 0.853 0.232
C 2.531 2.724 3.621
C 2.378 2.291 2.308
N 1.114 1.916 2.087
N 0.448 2.088 3.249
C 1.277 2.578 4.180
B -1.051 1.754 3.407
N -1.294 0.247 3.130
C -1.787 -0.656 3.989
C -1.950 -1.855 3.323
C -1.528 -1.590 2.026
N -1.136 -0.319 1.915
N -1.848 2.546 2.352
C -2.825 3.411 2.639
C -3.368 3.871 1.459
C -2.641 3.219 0.470
N -1.712 2.420 1.012
H 3.417 3.102 4.086
H 3.115 2.233 1.524
H 0.950 2.788 5.178
H -1.421 2.030 4.493
H -2.007 -0.406 5.006
H -2.331 -2.774 3.716
H -1.511 -2.245 1.168
H -3.072 3.657 3.652
H -4.165 4.574 1.353
H -2.773 3.304 -0.594
N -0.693 2.386 -2.126
N -0.265 3.721 -1.970
C 1.005 3.963 -1.566
N 1.458 5.214 -1.646
S 1.987 2.724 -1.011
H -0.386 2.022 -3.038
H -1.716 2.339 -2.115
H -0.760 4.454 -2.473
H 0.882 5.983 -1.950
H 2.386 5.419 -1.312
S 5.829 -4.744 -1.038
N 5.200 -4.168 0.324
C 4.254 -3.288 0.027
C 3.456 -2.540 0.945
C 3.627 -2.657 2.328
C 2.814 -1.916 3.154
C 1.863 -1.078 2.573
N 1.694 -0.933 1.263
C 2.479 -1.655 0.436
C 2.293 -1.505 -1.003
N 1.316 -0.685 -1.451
C 1.173 -0.555 -2.768
C 1.973 -1.186 -3.718
C 2.961 -2.041 -3.283
C 3.117 -2.225 -1.905
C 4.089 -3.128 -1.375
N 4.922 -3.901 -2.063
H 4.391 -3.324 2.696
H 2.897 -1.964 4.228
H 1.210 -0.503 3.219
H 0.359 0.081 -3.099
H 1.815 -1.007 -4.771
H 3.608 -2.575 -3.963
C -2.318 -3.504 -3.545
N -2.077 -2.264 -2.829
C -2.956 -1.396 -2.317
S -2.374 -0.088 -1.388
N -4.274 -1.439 -2.488
C -5.099 -2.235 -3.378
H -1.464 -4.160 -3.398
H -2.436 -3.331 -4.617
H -3.202 -4.006 -3.159
H -1.111 -2.035 -2.638
H -4.776 -0.751 -1.941
H -4.574 -2.472 -4.299
H -5.981 -1.652 -3.635
H -5.435 -3.155 -2.896

**Max |F|**: 1.42 eV/A
**Spin multiplicity**: 8
**LUMO energy (spin up / spin down)**: -6.824 / -5.472 eV
**Net charge**: +2
**Energy relative to the best compared isomer or geometry (same formula, charge and spin)**: 0.287 eV
**Kohn-Sham gap (spin up / spin down)**: 6.91 / 8.26 eV